[1]
33
Properties=species:S:1:pos:R:3:forces:R:3 method="wB97M-V/def2-TZVPD" largest_force_ev_per_a=5.4 e_above_lowest_kj_mol=222.4 smiles=Cc1c[nH]c2ccccc12.CC(C)C e_homo_ev=-7.92 gap_ev=8.71
N -2.470427 -1.472222 -1.963258 -0.521 2.911 4.406
C -0.446796 1.738649 -0.156336 0.739 2.101 -0.738
C -4.112998 -0.760950 1.438360 0.109 -1.155 -0.300
C -0.427093 0.117844 -1.965364 0.749 0.702 0.315
C 3.929546 -1.220006 0.930396 -1.627 -0.907 -0.725
C 0.125705 1.264434 -1.363350 0.034 -0.315 0.383
C -1.576554 1.161886 0.442816 1.603 -2.054 -3.161
C -1.573818 -0.453313 -1.444624 -2.051 -0.187 1.710
C -2.147408 -0.010331 -0.144659 3.515 2.600 -2.122
C -3.314293 -1.762278 -0.803292 0.996 3.481 0.143
C 3.692876 1.190417 0.019601 4.080 2.575 2.530
C 3.707635 0.305359 1.243868 -0.724 -0.978 0.841
C 4.771201 0.728379 2.265562 0.227 1.638 -0.854
C -3.214965 -0.806103 0.222333 -1.299 -3.208 -1.504
H 0.157202 -0.307698 -2.757128 -0.347 -0.257 -0.715
H -4.167683 -2.310142 -0.977001 -1.518 -1.754 -0.212
H 3.156357 0.785043 -0.689645 -2.959 -2.077 -3.802
H 4.986836 -1.436800 0.829196 0.326 -0.035 0.394
H -4.882969 -1.567336 1.325748 0.831 0.415 0.338
H 0.025596 2.751687 0.148465 -1.116 -1.910 0.194
H 3.548006 -1.519648 -0.113163 0.058 0.534 1.524
H -3.525679 -0.903771 2.384986 -0.717 0.258 -0.807
H 5.790467 0.413142 1.894365 -0.976 0.657 0.486
H 1.040205 1.783700 -1.820824 -1.551 -0.953 0.820
H 4.691719 1.839362 2.469629 0.506 -0.933 -0.674
H -4.708816 0.138033 1.445409 0.125 0.605 0.303
H 4.610922 0.357766 3.244298 -0.144 -1.066 0.889
H 3.443736 -1.968658 1.696441 1.012 1.640 -1.347
H -1.959345 1.505265 1.315050 -1.069 1.225 2.552
H 3.302078 2.182340 0.238782 -0.268 0.020 0.242
H -2.059924 -2.287890 -2.239288 1.509 -2.505 -1.600
H 4.702931 1.435874 -0.422734 -0.648 -0.639 0.531
H 2.663120 0.451372 1.658357 1.113 -0.426 -0.044

=====

[2]
107
Properties=species:S:1:pos:R:3:forces:R:3 method="wB97M-V/def2-TZVPD" largest_force_ev_per_a=3.3 e_above_lowest_kj_mol=0.0 smiles="C[C@H]1COC(=O)O1.C[C@H]1COC(=O)O1.C[C@H]1COC(=O)O1.C[C@H]1COC(=O)O1.C[C@H]1COC(=O)O1.C[C@H]1COC(=O)O1.C[C@H]1COC(=O)O1.BrCCBr.BrCCBr" e_homo_ev=-10.30 gap_ev=10.46
Br -29.786532 10.298327 -19.846773 -0.021 -0.291 -0.038
Br -28.959452 9.048290 -15.489531 0.108 -0.352 -0.152
Br -22.878848 9.438207 -24.135686 0.224 0.759 0.327
Br -22.766819 13.922476 -25.339774 -0.168 0.098 0.384
O -26.586339 5.263081 -20.825592 0.041 0.467 0.037
O -22.840312 10.703355 -19.067117 0.067 -0.278 0.636
O -29.942665 15.780421 -21.452700 0.456 -0.438 0.186
O -26.074322 11.913392 -16.217337 -0.226 0.178 -0.135
O -27.381292 11.037753 -24.277728 -0.154 1.817 0.288
O -23.756923 15.579727 -15.971315 0.611 0.011 0.187
O -28.063344 13.503533 -18.867887 -0.055 0.036 0.909
O -24.989121 5.107008 -19.246252 0.468 -0.441 -0.137
O -24.772444 17.540928 -15.985601 0.908 0.461 0.483
O -25.841697 13.949501 -19.056638 -0.399 -0.213 -0.876
O -22.099698 12.296244 -20.436680 -0.063 -0.334 -0.369
O -26.824026 12.448335 -20.380518 -0.276 -1.046 0.484
O -28.224680 9.694265 -25.792775 0.035 -0.067 -0.247
O -21.011907 10.340200 -20.257489 0.238 -0.002 -0.368
O -22.539920 17.395706 -15.494698 -0.059 0.526 -0.007
O -25.758804 10.615414 -18.033579 0.130 0.628 -0.368
O -27.950878 15.008496 -22.204812 0.662 -0.101 0.211
O -25.987711 7.045540 -19.611194 0.011 0.455 -0.713
O -26.050191 10.201628 -25.877805 -0.110 0.788 -0.123
O -25.198247 9.887423 -16.014299 -0.047 -0.029 0.165
O -28.232526 17.144697 -21.797241 -0.272 1.085 -0.300
C -22.337079 9.439248 -18.613047 -0.797 -1.803 0.050
C -25.145900 12.181938 -22.109812 -1.479 -0.493 1.367
C -26.172595 8.722244 -21.385141 0.061 -0.110 -0.282
C -26.665088 15.616502 -22.415191 0.050 0.216 -1.054
C -29.376033 9.993027 -24.958546 1.351 -0.200 -0.157
C -25.841767 16.607762 -16.182340 0.218 -0.108 -0.450
C -22.008684 11.191382 -19.980813 0.670 0.984 0.025
C -29.547706 10.227426 -17.916799 0.710 -0.351 0.020
C -23.313293 12.101485 -24.981990 0.118 -1.159 -0.941
C -21.256053 9.103419 -19.596911 0.624 -0.725 -0.526
C -25.648071 10.837723 -16.867009 -0.813 -1.167 0.225
C -25.920320 11.736456 -14.783603 0.736 0.073 -0.130
C -25.089659 15.257391 -16.310650 -0.539 0.344 -0.606
C -23.583436 16.918793 -15.783133 -0.870 -1.038 -0.289
C -23.478319 8.415486 -18.660700 0.431 0.964 0.571
C -25.557847 10.231116 -14.684837 0.439 0.954 0.810
C -28.696770 10.775794 -23.808035 -0.722 -1.393 0.374
C -28.797871 15.945899 -21.748647 -1.235 0.161 -0.630
C -22.346554 11.362345 -24.081893 0.263 -0.249 -0.231
C -27.188654 12.170614 -14.107840 -0.908 -0.862 -0.257
C -27.129744 10.368358 -25.396226 0.174 -1.900 -0.081
C -26.994088 13.279351 -19.328252 -0.134 0.626 -1.331
C -26.895229 17.132326 -22.342363 -0.829 -0.127 2.659
C -24.850012 13.509248 -20.015223 1.124 -1.033 1.333
C -25.754260 5.758602 -19.875228 -0.300 -0.556 0.962
C -30.038284 8.685865 -24.588308 -1.138 0.381 -0.328
C -26.540506 17.033733 -17.474155 0.191 -0.330 0.173
C -26.856688 7.604879 -20.618939 -0.027 0.816 0.675
C -27.348390 6.333092 -21.344138 -0.349 1.767 -0.510
C -26.098776 17.820685 -21.228469 1.381 0.443 -0.985
C -25.452791 12.223392 -20.604961 2.476 2.055 -0.886
C -29.043481 8.868740 -17.433499 -0.840 0.789 -0.423
H -24.959770 11.409174 -20.072902 -0.981 -0.395 0.060
H -20.360456 8.716407 -19.107547 0.146 0.480 -0.022
H -27.255450 16.285454 -17.818657 -0.169 0.056 0.162
H -27.611693 8.156420 -20.051952 -0.486 -0.661 -0.111
H -23.982712 8.546647 -19.613384 -0.030 -0.204 -0.044
H -26.355802 15.386979 -23.434030 0.264 -0.500 0.192
H -27.948359 11.503344 -14.520787 -0.271 0.326 -0.242
H -21.854410 9.463614 -17.634644 -0.523 0.747 0.246
H -28.420593 6.298314 -21.148721 0.036 -0.894 -0.024
H -25.775082 17.111561 -18.249417 0.086 -0.086 0.127
H -26.097966 17.273615 -20.287129 -0.143 -0.316 -0.287
H -26.368876 9.618258 -14.287880 -0.076 -0.007 -0.434
H -28.064924 8.633466 -17.835622 0.085 -0.161 0.195
H -24.172822 8.654279 -17.857256 -0.126 -0.304 -0.161
H -23.109217 7.397542 -18.547966 -0.005 -0.026 -0.033
H -26.446229 16.653089 -15.276806 -0.305 0.000 -0.187
H -26.998636 18.017435 -17.399336 -0.173 -0.074 0.191
H -25.976279 9.542678 -20.691487 0.515 -0.294 0.128
H -26.828862 9.220674 -22.104998 -0.213 -0.540 -0.112
H -27.468785 13.197763 -14.326861 0.154 0.046 0.054
H -30.511255 10.434427 -17.467443 0.065 0.327 -0.020
H -29.803065 8.125946 -17.658933 0.298 -0.315 0.115
H -25.058778 12.372132 -14.563280 -0.032 -0.156 0.433
H -30.169424 8.124413 -25.513685 0.238 -0.276 0.146
H -27.175491 6.446348 -22.415192 -0.025 -0.301 -0.028
H -24.495480 14.223978 -20.757828 -0.752 0.485 0.090
H -28.508108 10.136721 -22.939523 -0.543 -0.152 -0.024
H -24.692099 10.101502 -14.036057 0.030 -0.097 -0.085
H -29.329135 11.586080 -23.449688 0.717 0.695 -0.333
H -23.963242 13.267090 -19.435687 0.023 0.049 0.013
H -24.372587 11.978642 -24.770907 0.076 0.515 0.566
H -26.388974 18.843731 -20.988399 -0.564 -0.092 -0.331
H -22.225410 11.685494 -23.050668 -0.428 -0.062 0.040
H -25.507290 13.125233 -22.513131 0.002 -0.154 -0.427
H -24.094273 12.041369 -22.319174 0.017 -0.126 0.135
H -21.519949 8.321548 -20.316604 -0.328 0.355 -0.177
H -25.065647 17.943283 -21.577266 0.107 -0.255 0.228
H -26.890759 17.638944 -23.304321 0.056 0.038 0.044
H -25.777507 11.348707 -22.420587 0.411 0.102 -0.913
H -25.957955 15.271192 -21.665824 -0.046 -0.043 -0.083
H -31.062521 8.872954 -24.250932 0.066 0.150 0.119
H -28.778036 10.968794 -17.722460 -0.340 0.321 0.150
H -29.567746 8.096962 -23.804903 0.444 0.089 -0.182
H -29.980271 10.589559 -25.642453 -0.454 0.183 0.582
H -25.428220 14.438923 -15.679510 -0.180 0.243 0.247
H -21.353260 11.397631 -24.523261 -0.032 -0.138 -0.053
H -25.291668 8.369405 -21.924618 0.154 0.237 0.105
H -27.294027 11.956986 -13.043544 0.743 0.265 0.120
H -25.167680 14.907945 -17.343436 0.326 0.067 0.271
H -23.223406 11.606301 -25.949595 0.025 0.172 -0.059

=====

[3]
11
Properties=species:S:1:pos:R:3:forces:R:3 method="wB97M-V/def2-TZVPD" largest_force_ev_per_a=2.1 e_above_lowest_kj_mol=220.2 smiles="N=C1OCCO1" e_homo_ev=-10.05 gap_ev=11.02
O -0.086679 1.216294 0.462308 1.660 -1.189 -0.383
O 0.822765 -0.865488 -0.092519 0.393 1.963 0.448
N 2.277335 1.075425 0.307605 -1.651 -0.041 0.059
C -1.209357 0.350831 0.321219 0.425 -1.289 -0.328
C -0.591413 -1.068149 -0.061903 -0.647 1.160 0.329
C 1.181221 0.516236 0.224417 -0.921 -0.443 -0.011
H 3.293599 1.156558 0.276134 -1.267 -0.957 -0.175
H -1.894489 0.676949 -0.484189 0.505 0.190 0.421
H -0.989916 -1.379658 -1.044071 0.556 0.011 0.355
H -1.784295 0.250810 1.261012 0.444 0.383 -0.334
H -0.888071 -1.809843 0.702151 0.504 0.212 -0.381